[1]
ORCA calculation (wB97M-V/def2-TZVPD) on the molecule C7H14OS.

Geometry as XYZ:
```
23
C7H14OS wB97M-V/def2-TZVPD
O -0.391 2.008 -0.148
H 1.127 1.265 1.618
H 2.766 0.566 -1.616
H -2.893 -0.741 -0.999
H -0.121 0.816 -1.768
H -1.593 0.838 1.799
H 1.692 -0.668 -1.961
C -1.879 -0.073 1.281
C 2.339 -0.301 -1.231
C -1.174 -0.371 0.063
C 2.032 0.655 1.096
C -2.042 -1.292 -0.848
C 1.454 -0.098 -0.038
H -1.153 2.090 0.387
H -1.779 -0.882 1.964
H -2.360 -2.231 -0.382
H -2.943 0.069 1.197
S 0.294 -1.409 0.442
C -0.348 0.752 -0.669
H 3.194 -0.827 -0.919
H -1.537 -1.557 -1.736
H 2.812 1.428 0.751
H 2.503 -0.037 1.718
```

Results
LUMO	0.0256	Eh
electronic energy	-20365.5479	eV
HOMO-LUMO gap	8.295	eV
relative energy (zero: lowest compared OMol25 entry of this formula, charge and spin)	76.7	kcal/mol


[2]
ORCA calculation (wB97M-V/def2-TZVPD) on the molecule C7H14OSSi.

Geometry as XYZ:
```
24
C7H14OSSi wB97M-V/def2-TZVPD
H -1.251 2.397 -1.761
H 1.680 -2.697 -1.142
H -3.458 -0.891 1.304
C -0.568 -0.490 -0.135
H -3.149 1.259 0.147
H 3.278 0.610 1.329
H 1.552 -2.863 0.689
H -3.728 -1.598 -0.449
H -3.453 0.303 -1.251
C -2.905 0.349 -0.358
H 0.142 1.701 -1.443
H -0.690 2.571 -0.039
C -0.779 1.821 -0.966
H 3.184 -2.510 -0.242
H 2.996 0.569 -1.867
C 2.229 0.639 1.355
H 2.002 0.126 2.394
S -1.474 -1.886 0.395
C -1.382 0.543 -0.424
O 2.125 0.216 -1.510
H 1.797 1.583 1.241
C -3.166 -1.074 0.234
Si 1.595 -0.489 -0.149
C 2.037 -2.357 -0.266
```

Results
LUMO	0.0197	Eh
electronic energy	-28245.7791	eV
HOMO-LUMO gap	7.815	eV
relative energy (zero: lowest compared OMol25 entry of this formula, charge and spin)	30.3	kcal/mol
SMILES	CC1=C([Si](C)(C)O)SCC1


[3]
ORCA calculation (wB97M-V/def2-TZVPD) on C7H15AgCl6O as an isolated structure.

Geometry as XYZ:
```
30
C7H15AgCl6O wB97M-V/def2-TZVPD
C 1.063 2.572 2.658
H 0.664 2.777 0.557
O 1.098 1.576 -1.861
H -3.217 0.884 -2.109
Ag 0.153 3.494 -2.438
H -2.885 0.227 0.312
H 0.447 -2.007 0.697
Cl 1.824 0.979 2.465
H -2.348 -1.373 -0.244
C 0.176 -2.965 0.254
C -2.960 -0.509 -0.489
H 0.557 -0.226 -1.064
Cl 2.668 -3.155 -0.700
H -1.509 0.558 -1.708
C 1.362 -3.896 0.245
Cl -4.632 -1.048 -0.594
C -2.507 0.127 -1.784
H 2.232 3.395 1.056
H 1.699 -4.099 1.258
H 1.732 0.756 -0.127
H 1.560 3.118 3.456
Cl 0.514 4.950 1.440
C 1.188 3.308 1.353
Cl -2.386 -1.070 -3.111
H -0.179 -2.800 -0.763
Cl -1.145 -3.650 1.215
C 1.396 0.467 -1.154
H 0.022 2.445 2.948
H 2.317 0.012 -1.555
H 1.093 -4.844 -0.216
```

Results
<S²>	0.755
LUMO (alpha / beta)	-0.2258 / -0.2594	Eh
charge	+1
electronic energy	-88673.8454	eV
HOMO-LUMO gap (alpha / beta)	7.077 / 6.162	eV
relative energy (zero: lowest compared OMol25 entry of this formula, charge and spin)	12.0	kcal/mol
2S+1	2


[4]
ORCA calculation (wB97M-V/def2-TZVPD) on C7H15As2Cl12F12OY as an isolated structure.

Geometry as XYZ:
```
50
C7H15As2Cl12F12OY wB97M-V/def2-TZVPD
As 1.119 3.495 -6.169
F -0.002 -0.930 3.004
H -1.319 -3.633 7.234
H -2.657 -5.724 -3.216
F 2.926 3.549 -5.875
H 1.015 4.315 6.987
H 2.862 -5.451 -1.905
H -1.130 -5.402 -2.448
C 3.699 -6.137 -2.036
H -6.294 -1.737 0.484
F 1.440 3.913 -7.942
Cl -5.911 -2.318 -1.774
F 0.989 5.263 -5.632
F -0.654 0.689 1.118
Cl 3.337 -7.619 -1.163
Y 1.309 3.562 -0.390
H 6.973 2.182 -1.102
F 1.336 1.780 -6.635
C -1.591 -5.609 -3.414
Cl -4.788 3.676 0.582
Cl -7.803 -0.269 -0.637
As 0.561 -0.673 1.295
H -6.337 4.723 -0.885
C -1.032 -2.793 7.865
F 1.817 -1.842 1.323
Cl 2.714 4.113 5.540
F -0.664 -1.789 0.696
Cl -4.601 4.125 -2.352
Cl 0.021 3.364 5.046
H 6.030 1.992 0.363
O 5.317 3.313 -1.097
Cl -1.372 -4.151 -4.460
C -5.251 4.732 -0.790
H -5.427 -0.534 -0.328
F 1.011 -0.120 -0.356
H -4.973 5.743 -0.493
Cl -0.747 -7.003 -4.167
C -6.299 -1.177 -0.451
F 1.629 0.727 1.817
Cl 0.749 -2.766 8.071
H 1.550 2.540 6.770
F 0.873 3.108 -4.410
Cl -1.981 -2.828 9.380
H 3.823 -6.365 -3.095
C 1.271 3.492 6.319
Cl 5.199 -5.353 -1.389
H -1.334 -1.869 7.373
F -0.648 3.366 -6.378
C 6.387 2.725 -0.360
H 6.856 3.604 0.081
```

Results
LUMO	-0.2502	Eh
electronic energy	-315142.5481	eV
HOMO-LUMO gap	3.906	eV
relative energy (zero: lowest compared OMol25 entry of this formula, charge and spin)	337.5	kcal/mol


[5]
ORCA calculation (wB97M-V/def2-TZVPD) on a 2-piece molecular cluster, C7H15BO9S overall.

Geometry as XYZ:
```
33
C7H15BO9S wB97M-V/def2-TZVPD
H 1.302 -5.022 -1.066
H 0.171 -4.310 0.103
H 0.548 -2.300 1.132
C 1.224 -4.374 -0.198
O -0.143 0.341 1.291
H -1.300 0.748 2.946
C -0.826 -0.125 2.485
C -2.587 5.183 -3.242
H -1.713 3.028 -1.672
H 1.771 -1.119 0.635
C 1.758 -2.978 -0.516
B 0.192 -0.790 3.504
H 1.669 -2.767 -1.580
C 1.070 -1.864 0.267
H 2.098 -0.994 3.807
S -0.861 -0.027 -0.107
O -1.688 4.546 -4.031
H -0.251 -2.674 3.961
O -2.287 4.995 -1.937
O -3.508 5.816 -3.643
H -0.587 4.232 -1.023
H -0.231 3.140 -3.576
H 0.191 4.836 -3.245
O 1.964 -5.021 0.834
O 0.099 -1.260 -0.598
O -0.231 -1.798 4.362
O 1.466 -0.313 3.547
C -0.606 4.092 -3.211
H 2.816 -2.971 -0.247
H -1.635 -0.813 2.226
C -1.257 4.000 -1.845
H 1.906 -4.492 1.638
O -0.531 1.055 -1.003
```

Results
LUMO	-0.0154	Eh
electronic energy	-37442.2977	eV
HOMO-LUMO gap	9.999	eV


[6]
ORCA calculation (wB97M-V/def2-TZVPD) on a 2-piece molecular cluster, C7H15Cl3FNO3PS overall.

Geometry as XYZ:
```
32
C7H15Cl3FNO3PS wB97M-V/def2-TZVPD
O -0.965 1.073 -3.713
H 2.468 3.155 -0.103
C -1.397 0.112 -3.202
F -1.234 -1.117 -3.690
H -0.281 -1.754 -1.054
N 0.144 -0.884 -0.744
H -1.136 -0.165 2.039
S -2.125 0.044 1.158
P -0.997 0.290 -0.559
H 0.640 1.491 1.120
H -2.758 -0.793 -1.737
C 3.756 -1.030 -0.355
C -2.170 0.105 -1.899
O -0.396 1.708 -0.723
H 3.665 -0.942 0.724
C 3.298 0.279 -0.993
C 2.006 2.215 -0.399
O 2.825 1.149 0.040
H -4.136 -2.048 5.420
Cl -3.671 -0.405 3.816
Cl -2.998 -3.227 3.748
C -4.153 -2.032 4.339
H 2.523 0.117 -1.742
H 3.158 -1.873 -0.699
H 0.725 -1.056 0.071
H 4.789 -1.248 -0.607
H 1.892 2.207 -1.483
H 0.318 3.127 0.567
H -2.782 1.005 -1.884
C 0.633 2.139 0.245
H 4.140 0.753 -1.500
Cl -5.781 -2.396 3.798
```

Results
LUMO	-0.1114	Eh
charge	+1
electronic energy	-75537.9372	eV
HOMO-LUMO gap	10.106	eV


[7]
ORCA calculation (wB97M-V/def2-TZVPD) on an isolated ion of composition C7H15ClN and charge +1.

Geometry as XYZ:
```
24
C7H15ClN wB97M-V/def2-TZVPD
H -0.033 1.382 -1.290
C 0.262 1.354 -0.268
C 0.535 -0.975 -0.382
H 2.644 0.496 1.473
H -2.004 -0.067 -1.360
H -1.087 -1.573 1.269
H 3.146 -0.315 -0.648
C 1.634 0.206 1.505
H 2.036 0.348 -1.793
C -1.017 -1.001 0.297
H 0.662 2.300 -0.072
H 0.548 -0.829 -1.551
H -0.674 1.325 0.237
H -3.683 0.556 0.191
H 1.036 0.911 2.036
H -3.594 -1.029 0.968
C 2.388 0.433 -0.795
H -4.304 -0.831 -0.649
H 3.001 1.393 -0.608
Cl 1.301 -2.512 0.007
N 1.211 0.266 0.032
H 1.504 -0.806 1.755
C -3.453 -0.470 0.076
C -2.060 -0.561 -0.432
```

Results
LUMO	-0.0968	Eh
charge	+1
electronic energy	-21505.9528	eV
HOMO-LUMO gap	10.933	eV
relative energy (zero: lowest compared OMol25 entry of this formula, charge and spin)	66.7	kcal/mol
SMILES	C/C=C/[C@H](Cl)[N+](C)(C)C


[8]
ORCA calculation (wB97M-V/def2-TZVPD) on a 2-piece molecular cluster, C7H15ClN3S overall.

Geometry as XYZ:
```
27
C7H15ClN3S wB97M-V/def2-TZVPD
H -4.618 1.612 1.490
C -0.769 -2.339 -0.471
C 2.989 1.192 0.215
H 1.321 2.444 0.639
N -4.530 1.427 -0.725
Cl -2.750 -0.668 0.029
H 2.445 -2.200 -0.874
H -4.374 1.155 -1.766
C 2.509 -1.132 -0.812
C 0.539 0.590 -0.290
H 3.232 -0.821 1.241
H 3.585 1.757 0.871
H 0.606 0.869 -1.236
N 0.322 -1.765 -0.367
C 1.488 1.335 0.686
H -5.498 0.382 2.294
C 1.089 -0.807 -0.500
H 1.367 0.851 1.709
S -4.837 0.127 0.018
H -1.223 -2.812 0.407
H 2.892 -0.813 -1.841
H 3.217 1.507 -0.897
N -4.877 0.662 1.504
H 4.454 -0.281 -0.106
H -0.562 0.387 0.004
C 3.389 -0.365 0.189
H -1.407 -2.294 -1.408
```

Results
LUMO	-0.1394	Eh
charge	+1
electronic energy	-35320.2533	eV
HOMO-LUMO gap	8.790	eV
relative energy (zero: lowest compared OMol25 entry of this formula, charge and spin)	79.4	kcal/mol